DFT (ωB97M-V with the def2-TZVPD basis set) results for a structure of composition C27H35BCaF4N4P2 in a non-equilibrium geometry.

F_max in eV/A: 2.80
E_HOMO (spin up / spin down) in eV: -8.3 / -5.4
Calculated total energy in a.u.: -3053.4670
LUMO (spin up / spin down) in eV: -0.53 / -0.64
Net charge: 0
HOMO-LUMO gap (spin up / spin down) in eV: 7.757 / 4.781
Relative energy (zero: lowest compared OMol25 entry of this formula, charge and spin) in kcal/mol: 103.2

Last column: Löwdin charge in e.
Atoms and positions in Å:
Ca1 -0.60515 -1.70642 1.03290  1.365
C1 2.28241 -3.29983 1.84902  -0.136
C2 2.84652 -2.11480 1.59489  -0.158
C3 3.55114 -1.69714 0.33766  -0.187
C4 2.87699 -2.20669 -0.95129  -0.196
C5 1.35263 -2.17290 -0.94281  -0.217
C6 0.53639 -3.07910 -0.30089  -0.444
C7 1.01410 -4.46524 0.00742  -0.216
C8 2.28379 -4.47212 0.90682  -0.185
C9 -4.34175 -0.25426 -0.78133  0.070
H1 1.95492 -3.56672 2.87197  0.106
H2 3.06053 -1.45764 2.44260  0.107
H3 4.61548 -1.99580 0.40510  0.122
H4 3.59952 -0.59858 0.28504  0.095
H5 3.26644 -1.53788 -1.74840  0.110
H6 3.30962 -3.19634 -1.19885  0.101
H7 0.95881 -1.65563 -1.82990  0.053
H8 -0.57062 -3.08508 -0.52186  0.046
H9 1.18200 -5.04123 -0.93802  0.120
H10 0.23549 -5.02495 0.56630  0.102
H11 2.29204 -5.41364 1.49210  0.113
H12 3.15202 -4.51041 0.23754  0.098
H13 -4.71736 -0.05051 0.21831  -0.001
H14 -4.88260 -0.97639 -1.41052  0.013
H15 -3.85084 0.58153 -1.26266  -0.038
P1 -0.98876 0.89438 -1.52280  1.119
P2 -0.18292 2.47989 1.14989  1.165
N1 -1.05486 -0.71595 -2.57220  -0.205
N2 -0.99402 1.83804 -2.96289  -0.290
N3 -0.23462 0.85036 2.27297  -0.119
N4 0.60031 3.38684 2.34115  -0.312
C10 0.80443 1.01787 -1.07428  -0.406
C11 1.23730 2.02620 0.04726  -0.367
C12 -1.99758 -1.70411 -2.27114  -0.202
C13 -1.86750 -2.75294 -3.17949  -0.091
C14 -0.78080 -2.43351 -4.04228  -0.083
C15 -0.31461 -1.17985 -3.65975  -0.158
C16 -2.21204 2.07188 -3.63903  -0.118
C17 -1.96937 3.00432 -4.63820  -0.083
C18 -0.58318 3.38669 -4.56062  -0.084
C19 -0.01850 2.68493 -3.50251  -0.135
C20 -1.24590 0.41916 3.10617  -0.119
C21 -0.99567 -0.87521 3.54502  -0.114
C22 0.30894 -1.20138 3.10393  -0.250
C23 0.73805 -0.14748 2.27137  -0.293
C24 1.78262 3.06873 3.02283  -0.134
C25 1.91632 3.94026 4.10337  -0.073
C26 0.74855 4.79156 4.11346  -0.083
C27 -0.05252 4.41615 3.05179  -0.119
H16 1.36907 1.17126 -2.00579  0.069
H17 1.09845 0.01771 -0.71214  0.019
H18 2.08071 1.59979 0.62707  0.053
H19 1.64340 2.96308 -0.38354  0.094
H20 -2.77331 -1.44503 -1.56981  0.027
H21 -2.51454 -3.61251 -3.23809  0.091
H22 -0.41163 -3.01053 -4.87286  0.092
H23 0.45555 -0.58456 -4.11766  0.108
H24 -3.10978 1.57990 -3.27124  0.102
H25 -2.70205 3.34780 -5.35652  0.093
H26 -0.05239 4.07003 -5.20802  0.091
H27 0.97567 2.73217 -3.07004  0.092
H28 -1.99787 1.12878 3.41245  0.113
H29 -1.59114 -1.46194 4.23765  0.116
H30 0.91244 -2.00722 3.50524  0.094
H31 1.74507 0.09924 1.97802  0.081
H32 2.40768 2.25708 2.67116  0.091
H33 2.73438 3.94404 4.81466  0.093
H34 0.50766 5.59251 4.80927  0.097
H35 -1.03709 4.71772 2.69992  0.111
F1 -3.19492 2.80250 0.42921  0.044
B1 -3.61402 2.18280 1.63079  -1.195
F2 -4.97028 2.13713 1.79922  0.159
F3 -3.06004 0.76165 1.56990  -0.078
F4 -2.94719 2.74753 2.75602  0.056